C2H5BrSi | wB97M-V/def2-TZVPD

```
9
Properties=species:S:1:pos:R:3
C 2.07995 1.39881 -0.12740
C 1.78334 0.36294 0.58325
Si -2.30667 -2.21039 -0.07555
Br 1.76600 -1.42847 -0.11374
H 2.34968 1.21252 -1.17255
H 2.10410 2.42899 0.22720
H -3.51193 -2.75512 -0.88759
H 1.92797 0.36982 1.64539
H -2.07984 -3.51608 0.64004
```

multiplicity = 3
HOMO-LUMO gap (spin up / spin down) = 8.2 / 7.7 eV
energy relative to the best compared isomer or geometry (same formula, charge and spin) = 123.1 kJ/mol
LUMO (spin up / spin down) = 0.93 / -2.19 eV

In the natural (NBO) picture, each atom carries the following charge in e: atom 1 (C): -0.402, atom 2 (C): -0.257, atom 3 (Si): 0.355, atom 4 (Br): 0.021, atom 5 (H): 0.209, atom 6 (H): 0.222, atom 7 (H): -0.178, atom 8 (H): 0.214, atom 9 (H): -0.184